# 1
The following is a quantum chemistry calculation of 9 unconnected molecules or ions with the total composition C13H44O9 at a distorted geometry, from the OMol25 dataset.

Each line ends with the natural charge from an NBO analysis.
Cartesian coordinates (Å):
C (2.7360, -23.5828, 10.3701)  -0.636
C (2.8999, -22.8931, 9.0470)  0.106
C (4.4695, -22.7775, 8.7034)  -0.630
O (2.2130, -23.5882, 8.0547)  -0.719
H (1.7066, -23.5345, 10.7254)  0.202
H (3.5029, -23.1634, 11.0213)  0.214
H (2.9398, -24.6518, 10.3069)  0.211
H (2.5328, -21.8758, 9.1831)  0.149
H (4.9701, -23.7051, 8.9811)  0.205
H (4.9334, -22.0679, 9.3884)  0.206
H (4.6964, -22.4810, 7.6793)  0.221
H (1.2906, -23.5014, 8.3061)  0.467
C (5.4229, -17.3275, 11.8777)  -0.650
C (4.2433, -17.7586, 11.0202)  0.108
C (2.8328, -17.1568, 11.3352)  -0.636
O (4.5557, -17.4442, 9.7337)  -0.722
H (6.3991, -17.3406, 11.3931)  0.212
H (5.3041, -17.9511, 12.7638)  0.222
H (5.4213, -16.3059, 12.2578)  0.209
H (4.1125, -18.8369, 11.1107)  0.150
H (2.3010, -17.8729, 11.9618)  0.207
H (2.1624, -17.0626, 10.4809)  0.225
H (2.8425, -16.2319, 11.9119)  0.205
H (5.3273, -16.8738, 9.7037)  0.469
C (8.0081, -25.8527, 5.0219)  -0.244
O (7.1325, -26.1360, 6.1282)  -0.757
H (7.4289, -25.6815, 4.1145)  0.170
H (8.6738, -25.0318, 5.2886)  0.172
H (8.5965, -26.7450, 4.8082)  0.172
H (6.1948, -26.0591, 5.9374)  0.488
C (3.5948, -25.1434, 3.7428)  -0.251
O (3.3946, -25.8091, 4.9991)  -0.750
H (4.4063, -24.4214, 3.8345)  0.154
H (4.0196, -25.8639, 3.0438)  0.186
H (2.7441, -24.5279, 3.4502)  0.178
H (2.8678, -25.3171, 5.6332)  0.485
C (-1.4121, -20.5998, 12.0583)  -0.256
O (-1.3329, -19.2410, 12.4667)  -0.720
H (-0.7540, -21.1033, 12.7664)  0.184
H (-2.3606, -21.0658, 12.3255)  0.158
H (-1.2194, -20.8001, 11.0044)  0.171
H (-1.7763, -18.6759, 11.8298)  0.464
C (5.0288, -18.7919, 4.9115)  -0.255
O (3.8850, -19.1092, 5.6623)  -0.731
H (5.1375, -17.7074, 4.8986)  0.163
H (6.0061, -18.9706, 5.3601)  0.156
H (5.1373, -19.3414, 3.9764)  0.188
H (3.9512, -18.9068, 6.5984)  0.481
C (-2.7262, -24.5196, 7.8770)  -0.235
O (-2.5760, -23.1620, 7.8594)  -0.720
H (-3.5097, -24.8475, 8.5601)  0.154
H (-3.0726, -24.9103, 6.9202)  0.155
H (-1.7888, -24.9865, 8.1795)  0.178
H (-3.4192, -22.7061, 7.8067)  0.470
C (6.5726, -28.4459, 11.0326)  -0.261
O (7.2757, -28.9718, 12.2047)  -0.717
H (7.0117, -27.5207, 10.6594)  0.181
H (6.6846, -29.1310, 10.1922)  0.167
H (5.5094, -28.2421, 11.1590)  0.167
H (7.3695, -29.9022, 11.9873)  0.464
C (10.0569, -23.6365, 8.6305)  -0.236
O (9.5007, -24.8588, 9.0166)  -0.745
H (9.2260, -22.9475, 8.4788)  0.163
H (10.6795, -23.3534, 9.4792)  0.181
H (10.6687, -23.7898, 7.7415)  0.158
H (8.7322, -25.1605, 8.5267)  0.479

The charge is 0. As for the calculated total energy: -32616.405 eV. The value obtained for the energy above the lowest of the compared OMol25 structures with the same formula, charge and spin is 125.16 kcal per mole. The LUMO energy comes out at 0.328 eV. Its HOMO-LUMO gap is 10.3 eV.



# 2
The following is a quantum chemistry calculation of a gas-phase ion, C3H4N3O2 (charge -1) at a distorted geometry, from the OMol25 dataset.

Each line ends with the natural charge from an NBO analysis.
Cartesian coordinates (Å):
H (1.2368, 1.4737, -1.1716)  0.351
N (0.6647, 0.7525, -0.7283)  -0.915
C (1.2158, 0.4265, 0.4268)  0.632
O (2.2799, 0.7856, 0.9642)  -0.716
C (0.3552, -0.6743, 1.1268)  -0.326
C (0.9886, -1.9370, 0.8857)  0.301
N (1.4475, -2.8715, 0.3831)  -0.388
N (-1.0867, -0.9882, 0.2120)  -0.287
O (-1.6388, 0.2101, -0.1778)  -0.657
H (-0.1448, -0.3714, 2.1079)  0.251
H (-0.5295, -1.3708, -0.6263)  0.306
H (-0.6973, 0.7354, -0.5170)  0.448

The charge is -1. As for the calculated total energy: -11739.869 eV. The value obtained for the energy above the lowest of the compared OMol25 structures with the same formula, charge and spin is 51.47 kcal per mole. The LUMO energy comes out at 4.285 eV. Its HOMO-LUMO gap is 8.8 eV.



# 3
The following is a quantum chemistry calculation of 2 unconnected molecules or ions with the total composition O2 at a distorted geometry, from the OMol25 dataset.

Each line ends with the natural charge from an NBO analysis.
Cartesian coordinates (Å):
O (0.0000, 0.0000, 0.9509)  0.000
O (0.0000, 0.0000, -0.9509)  0.000

The charge is 0. As for the calculated total energy: -4083.726 eV. The value obtained for the energy above the lowest of the compared OMol25 structures with the same formula, charge and spin is 139.59 kcal per mole. The LUMO energy comes out at -5.692 eV. Its HOMO-LUMO gap is 7.3 eV.



# 4
The following is a quantum chemistry calculation of a molecular structure, C21H21BBrN5O4OsS, from the OMol25 dataset.

Each line ends with the Löwdin spin population.
Cartesian coordinates (Å):
Os (-0.2984, 2.0398, -0.6040)  1.626
C (1.6993, -6.1382, -0.4743)  0.002
C (2.0862, -4.6967, -0.2997)  0.013
C (3.0643, -4.1171, -1.1021)  0.003
C (3.4025, -2.7787, -0.9678)  0.022
C (2.7677, -2.0284, 0.0080)  0.090
C (1.7880, -2.5779, 0.8243)  0.018
C (1.4594, -3.9109, 0.6677)  -0.001
S (3.0545, -0.2752, 0.1059)  0.370
O (4.0517, 0.0797, -0.8868)  0.216
O (3.2188, 0.1002, 1.4994)  0.240
N (1.5342, 2.1146, -0.5912)  0.788
C (2.2198, 3.3600, -0.5955)  0.109
C (1.1573, 4.4760, -0.6726)  0.030
O (1.4015, 5.6421, -0.7487)  0.051
O (-0.0968, 3.9836, -0.6495)  0.103
H (2.4656, -6.6909, -1.0153)  0.000
H (0.7667, -6.2211, -1.0362)  0.001
H (1.5434, -6.6218, 0.4897)  0.000
H (3.5699, -4.7209, -1.8457)  0.000
H (4.1553, -2.3214, -1.5945)  0.003
H (1.2994, -1.9738, 1.5780)  0.001
H (0.7036, -4.3519, 1.3061)  0.000
H (2.8977, 3.4667, -1.4466)  0.012
H (2.8113, 3.4997, 0.3158)  0.016
B (-2.7868, -0.2068, -0.3021)  0.002
N (-3.2457, 1.1856, -0.8441)  0.011
C (-4.4806, 1.5914, -1.1488)  0.019
C (-4.4519, 2.9428, -1.4557)  0.005
C (-3.1168, 3.3007, -1.3155)  0.013
N (-2.4027, 2.2346, -0.9448)  0.026
N (-1.5510, -0.6629, -1.1530)  0.008
C (-1.3906, -1.7658, -1.8770)  0.031
C (-0.1253, -1.7586, -2.4557)  0.011
C (0.4435, -0.5752, -2.0247)  0.030
N (-0.4170, 0.0721, -1.2179)  0.028
H (-2.4457, -0.1021, 0.8440)  0.000
H (-3.6721, -0.9957, -0.4902)  0.000
H (-5.2974, 0.8906, -1.1270)  0.002
H (-5.2759, 3.5694, -1.7444)  0.000
H (-2.6239, 4.2483, -1.4621)  0.000
H (-2.1865, -2.4884, -1.9347)  0.002
H (0.3103, -2.4993, -3.1017)  0.000
H (1.4072, -0.1431, -2.2403)  0.004
Br (-1.2738, 1.9953, 6.0052)  0.009
C (-1.0146, 1.9809, 4.1299)  0.032
C (-0.1471, 1.0587, 3.5702)  -0.007
C (0.0505, 1.0621, 2.1981)  0.029
C (-0.6298, 1.9661, 1.3881)  -0.003
C (-1.4910, 2.8952, 1.9704)  0.036
C (-1.6836, 2.9044, 3.3434)  -0.004
H (0.3794, 0.3513, 4.1959)  -0.001
H (0.7584, 0.3653, 1.7716)  0.003
H (-2.0097, 3.6232, 1.3620)  0.002
H (-2.3528, 3.6229, 3.7960)  -0.001

The charge is 0. As for the spin multiplicity: 5. As for the calculated total energy: -121777.765 eV. The value obtained for the energy above the lowest of the compared OMol25 structures with the same formula, charge and spin is 19.09 kcal per mole. The LUMO energy (spin up / spin down) comes out at 0.008 / -1.963 eV. Its HOMO-LUMO gap (spin up / spin down) is 8.2 / 6.9 eV.



# 5
The following is a quantum chemistry calculation of a gas-phase ion, C7H9N4S (charge +1) at a distorted geometry, from the OMol25 dataset.

Each line ends with the natural charge from an NBO analysis.
Cartesian coordinates (Å):
N (-1.5945, -1.9507, 0.3396)  -0.635
N (-1.0775, -0.7396, 0.3185)  -0.163
C (0.1686, -0.4225, 0.2211)  0.304
C (1.1933, -1.3164, -0.2265)  -0.296
C (2.4065, -0.8366, -0.5012)  -0.069
C (2.7425, 0.5456, -0.4064)  -0.245
C (1.9001, 1.4255, 0.0993)  -0.100
C (0.4999, 1.0356, 0.5552)  -0.157
N (-0.5173, 1.9739, 0.0762)  -0.370
N (-1.7916, 1.6159, -0.0255)  -0.153
C (-2.3233, 0.5189, 0.0852)  0.130
S (-3.9113, -0.0513, 0.0555)  0.152
H (-2.5866, -1.9007, 0.7199)  0.412
H (-1.3351, -2.6286, -0.3637)  0.398
H (0.9677, -2.3181, -0.4069)  0.235
H (3.2114, -1.5521, -0.8060)  0.246
H (3.6593, 0.8869, -0.7843)  0.242
H (2.3208, 2.4335, 0.3641)  0.244
H (0.6505, 0.9689, 1.6212)  0.238
H (-0.5756, 2.9061, 0.2785)  0.414
H (-4.0080, -0.5943, -1.2137)  0.173

The charge is +1. As for the calculated total energy: -24189.603 eV. The value obtained for the energy above the lowest of the compared OMol25 structures with the same formula, charge and spin is 80.31 kcal per mole. The LUMO energy (spin up / spin down) comes out at -4.554 / -4.554 eV. Its HOMO-LUMO gap (spin up / spin down) is 7.9 / 7.9 eV.



# 6
The following is a quantum chemistry calculation of 10 unconnected molecules or ions with the total composition C37H74O17 at a distorted geometry, from the OMol25 dataset.

Each line ends with the Löwdin charge.
Cartesian coordinates (Å):
C (-46.0222, 15.1214, 22.4404)  -0.075
C (-46.9102, 13.8829, 22.3399)  -0.275
O (-46.1079, 12.8038, 21.9343)  -0.053
C (-46.6592, 11.5719, 21.5714)  -0.437
C (-45.7129, 10.5538, 21.0558)  0.018
O (-47.8542, 11.3008, 21.7035)  0.069
H (-45.4085, 15.1726, 21.2974)  0.152
H (-45.1754, 15.0829, 23.0450)  0.028
H (-46.6332, 16.0705, 22.4693)  0.083
H (-47.2775, 13.5158, 23.4261)  0.164
H (-47.8028, 13.9264, 21.7700)  0.100
H (-44.8145, 10.6012, 21.5134)  0.033
H (-45.4763, 10.9056, 20.0389)  0.095
H (-45.9290, 9.4715, 21.0215)  0.099
C (-51.1936, 6.1270, 24.3548)  -0.088
C (-51.5879, 7.5179, 23.8729)  -0.258
O (-50.8123, 7.7432, 22.7316)  0.005
C (-50.9150, 8.9331, 22.1471)  -0.516
C (-50.0192, 9.1362, 20.9458)  0.040
O (-51.6565, 9.8266, 22.4508)  0.114
H (-51.5402, 5.3776, 23.6048)  0.075
H (-51.6961, 5.8175, 25.3322)  0.107
H (-50.1177, 6.1114, 24.3042)  0.049
H (-52.6670, 7.5603, 23.7338)  0.101
H (-51.3413, 8.1218, 24.8408)  0.159
H (-50.2801, 8.3840, 20.2629)  0.060
H (-48.9503, 9.2473, 21.2431)  0.095
H (-49.9439, 9.9892, 20.4407)  0.017
C (-48.9192, 3.9777, 22.5150)  -0.089
C (-49.6503, 2.7309, 22.0673)  -0.292
O (-49.7355, 2.5435, 20.6882)  -0.059
C (-50.3028, 1.3519, 20.3143)  -0.411
C (-49.8265, 0.9411, 18.9350)  0.050
O (-50.9041, 0.6299, 21.1649)  0.048
H (-47.7960, 3.8620, 22.2624)  0.072
H (-48.7941, 4.4148, 23.6609)  0.126
H (-49.3420, 4.9247, 22.0365)  0.072
H (-49.2594, 1.8966, 22.6445)  0.117
H (-50.7434, 2.6191, 22.4690)  0.149
H (-50.2856, 0.0168, 18.5989)  0.105
H (-48.8085, 1.1620, 18.7761)  0.074
H (-50.2876, 1.5810, 18.3269)  0.021
C (-51.2774, 5.2052, 19.4561)  -0.078
C (-50.6982, 5.8563, 18.3281)  -0.208
O (-49.2299, 6.1916, 18.5502)  -0.014
C (-48.5160, 6.9046, 17.6947)  -0.484
C (-47.1009, 7.2613, 18.2920)  0.070
O (-48.8410, 7.3675, 16.5954)  0.046
H (-51.2146, 5.8119, 20.4928)  0.128
H (-50.8026, 4.2179, 19.5933)  0.071
H (-52.4088, 5.2024, 19.2316)  0.095
H (-50.8386, 5.3414, 17.3702)  0.112
H (-51.2026, 6.8366, 18.2254)  0.127
H (-46.9882, 6.5146, 19.0689)  0.053
H (-47.0135, 8.2137, 18.6509)  0.038
H (-46.3575, 7.1371, 17.5501)  0.065
C (-55.5819, 4.5382, 18.8487)  -0.029
C (-55.3298, 6.0783, 18.8506)  -0.226
O (-55.2531, 6.5249, 20.2040)  -0.001
C (-54.5241, 7.6059, 20.4286)  -0.520
C (-54.5658, 8.1208, 21.7977)  0.022
O (-53.8503, 8.2915, 19.6320)  0.062
H (-54.5614, 4.2458, 19.0027)  0.061
H (-55.6442, 4.1985, 17.8474)  0.050
H (-56.4462, 4.5175, 19.4964)  0.089
H (-54.4499, 6.3640, 18.3992)  0.051
H (-56.2959, 6.7109, 18.3698)  0.188
H (-53.7216, 8.6246, 22.0751)  0.026
H (-54.6832, 7.3813, 22.4729)  0.042
H (-55.5084, 8.8075, 21.9193)  0.155
C (-40.5442, 8.3527, 21.4085)  -0.114
C (-41.3429, 9.5193, 20.9180)  -0.243
O (-41.9481, 9.2625, 19.5705)  -0.082
C (-43.1812, 8.6231, 19.4465)  -0.468
C (-43.3242, 8.4307, 17.9391)  0.012
O (-43.8154, 8.1722, 20.3699)  0.080
H (-40.0909, 7.9977, 20.4207)  0.100
H (-41.0595, 7.6103, 21.9299)  0.035
H (-39.6831, 8.8068, 22.1842)  0.140
H (-42.2045, 9.6120, 21.7119)  0.131
H (-40.7074, 10.5446, 20.7714)  0.162
H (-43.6908, 7.4835, 17.6129)  0.045
H (-42.5324, 8.5987, 17.1803)  0.096
H (-44.0206, 9.2369, 17.5802)  0.093
C (-48.0387, 6.6290, 13.0493)  -0.062
C (-46.7755, 7.2061, 13.5892)  -0.374
O (-45.9409, 6.2600, 13.8730)  -0.029
C (-44.8254, 6.4167, 14.6386)  -0.465
C (-44.0680, 5.1701, 14.9056)  0.020
O (-44.6642, 7.4530, 15.2893)  0.066
H (-47.8188, 6.0167, 12.2065)  0.052
H (-48.8456, 7.3371, 12.8059)  0.082
H (-48.4394, 5.7611, 13.7447)  0.122
H (-46.1119, 8.0147, 12.9776)  0.169
H (-46.7632, 7.9408, 14.4817)  0.130
H (-44.6754, 4.4477, 15.4193)  0.076
H (-43.2711, 5.4186, 15.6514)  0.099
H (-43.5138, 4.9037, 13.9597)  0.110
C (-44.8136, 4.6569, 20.5823)  -0.021
C (-45.5331, 4.2862, 19.3515)  -0.444
C (-46.8515, 3.6414, 19.4488)  -0.047
O (-44.9035, 4.1849, 18.1858)  -0.034
H (-45.1097, 5.6307, 20.8025)  0.046
H (-43.7699, 4.7823, 20.3017)  0.090
H (-45.1145, 3.9135, 21.4940)  0.151
H (-46.8502, 2.8398, 20.1289)  0.068
H (-47.3292, 3.2626, 18.5114)  0.105
H (-47.4328, 4.5674, 19.6052)  0.080
C (-48.7873, 10.8284, 17.4303)  -0.030
C (-47.3744, 11.0652, 16.9500)  -0.453
C (-47.2915, 11.8126, 15.7410)  -0.028
O (-46.3698, 10.6616, 17.6204)  0.013
H (-49.6385, 11.5480, 17.3505)  0.082
H (-48.8946, 11.0375, 18.5814)  0.098
H (-49.2112, 9.7122, 17.3411)  0.118
H (-46.4593, 12.6094, 15.5843)  0.151
H (-48.0182, 12.5026, 15.6725)  0.042
H (-47.6565, 11.1613, 15.0932)  0.058
C (-52.8220, 2.6928, 14.4014)  -0.035
C (-52.7919, 3.5782, 15.6712)  -0.395
C (-53.4820, 4.8300, 15.8022)  -0.019
O (-52.0214, 3.1345, 16.6508)  -0.033
H (-52.5693, 1.5210, 14.7520)  0.146
H (-52.0903, 2.9763, 13.7245)  0.033
H (-53.8066, 2.5038, 13.8179)  0.099
H (-54.5010, 4.7100, 15.5164)  0.093
H (-53.2160, 5.4493, 14.9225)  0.131
H (-53.4203, 5.1970, 16.7159)  0.015

The charge is 0. As for the calculated total energy: -74364.682 eV. The value obtained for the energy above the lowest of the compared OMol25 structures with the same formula, charge and spin is 299.63 kcal per mole. The LUMO energy comes out at 0.428 eV. Its HOMO-LUMO gap is 9.8 eV.



What is the energy above the lowest of the compared OMol25 structures with the same formula, charge and spin in the sixth record? 299.63 kcal per mole